Density functional theory data (ωB97M-V/def2-TZVPD) for a 2-piece molecular cluster, C13H28N6O7P overall.

Computed properties:
Frontier orbital gap: 7.9 eV
Molecular weight: 411.38 g mol⁻¹
Energy: -46503.39933 eV
Largest force on an atom: 0.06023 Eh/bohr

Structure (ORCA input):
```
! wB97M-V def2-TZVPD RIJCOSX def2/J DEFGRID3
* xyz -1 1
O -2.099 4.177 3.609
O -1.462 0.569 -2.295
O -0.261 0.679 2.930
O 2.707 -1.081 -6.314
O -2.721 -1.178 -1.801
N 2.743 -4.228 1.622
O 4.125 -2.198 -4.720
O 1.817 -3.200 -5.368
C -1.122 4.227 2.872
C -2.168 -0.098 -1.506
C -1.411 1.072 2.744
C 2.085 -3.144 1.626
N 1.208 -2.904 2.605
N -2.402 0.529 3.459
N 2.287 -2.289 0.614
N 0.225 -0.805 -4.033
N -0.894 3.351 1.899
C -0.101 5.326 3.035
C -3.819 0.889 3.421
C -2.353 0.413 -0.071
C 1.217 -1.410 0.121
C 1.629 -0.730 -1.187
C 1.776 -1.712 -2.363
C -1.476 1.632 0.258
C 1.678 -0.967 -3.712
C -1.712 2.155 1.682
P 2.617 -1.864 -5.066
H 2.589 -4.840 2.413
H 4.421 -2.466 -5.598
H 0.913 -2.847 -5.406
H 0.684 -3.713 2.905
H 0.701 -2.034 2.473
H -2.110 -0.173 4.120
H 2.899 -2.702 -0.079
H -0.332 -0.486 -3.214
H 0.074 -0.144 -4.798
H -0.051 3.436 1.357
H 0.876 4.880 3.215
H -0.384 5.945 3.885
H -0.076 5.927 2.129
H -4.371 0.305 4.158
H -4.231 0.686 2.430
H -3.938 1.950 3.653
H -2.111 -0.396 0.621
H -3.400 0.687 0.081
H 0.294 -1.978 -0.040
H 1.010 -0.636 0.868
H 0.862 0.008 -1.431
H 2.567 -0.186 -1.040
H 0.992 -2.477 -2.316
H 2.741 -2.222 -2.276
H -0.424 1.365 0.146
H -1.706 2.436 -0.443
H 2.154 0.015 -3.619
H -2.757 2.448 1.749
*
```

Löwdin atomic charge list, values in e, 4 entries: 0.036, -0.084, 0.029, -0.321


Density functional theory data (ωB97M-V/def2-TZVPD) for C13H28N9O2SW as an isolated structure.

Computed properties:
Energy relative to the best compared isomer or geometry (same formula, charge and spin): 5.61 kcal/mol
Frontier orbital gap (alpha / beta): 7.9 / 7.7 eV
Molecular weight: 558.33 g mol⁻¹
Energy: -44072.01268 eV
Largest force on an atom: 0.01447 Eh/bohr

Structure (ORCA input):
```
! wB97M-V def2-TZVPD RIJCOSX def2/J DEFGRID3
* xyz 3 1
W 0.089 -0.903 0.082
O 2.016 -0.802 -0.194
S 3.435 -0.737 0.562
C 4.288 -2.237 -0.024
C 5.528 -1.750 -0.777
C 5.111 -0.484 -1.517
C 4.412 0.382 -0.475
H 3.566 -2.719 -0.686
H 4.484 -2.872 0.839
H 5.875 -2.534 -1.449
H 6.337 -1.540 -0.076
H 4.436 -0.714 -2.343
H 5.967 0.051 -1.927
H 3.739 1.155 -0.844
H 5.114 0.839 0.228
C -3.183 4.156 -0.961
C -2.143 4.887 -0.118
C -2.336 4.647 1.374
C -0.717 4.575 -0.587
N -0.442 3.112 -0.591
C -0.548 2.245 -1.611
N -0.277 1.051 -1.129
N -0.012 1.238 0.172
N -0.103 2.467 0.517
H -4.180 4.524 -0.725
H -3.190 3.080 -0.751
H -3.031 4.307 -2.032
H -2.239 5.959 -0.312
H -2.240 3.589 1.632
H -3.336 4.959 1.671
H -1.620 5.210 1.973
H 0.042 5.019 0.055
H -0.558 4.902 -1.613
H -0.813 2.500 -2.625
C -3.605 -2.189 0.813
C -2.633 -1.559 1.772
C -3.097 -0.300 2.453
O -1.404 -1.177 0.939
H -4.486 -2.490 1.383
H -3.195 -3.081 0.343
H -3.927 -1.477 0.053
H -2.212 -2.278 2.473
H -3.484 0.418 1.730
H -2.307 0.151 3.052
H -3.911 -0.566 3.129
N -0.318 -6.194 0.467
N -0.013 -5.014 -0.127
N 0.216 -4.938 -1.426
C 0.314 -3.640 -1.616
N 0.169 -2.978 -0.453
N -0.054 -3.891 0.501
H 0.032 -6.968 -0.089
H -0.037 -6.208 1.440
H 0.483 -3.185 -2.578
*
```

Löwdin atomic charge list, values in e, 4 entries: 1.710, -0.725, 1.154, -0.267


Density functional theory data (ωB97M-V/def2-TZVPD) for C13H29BeF7N2O3P2 as an isolated structure.

Computed properties:
Energy relative to the best compared isomer or geometry (same formula, charge and spin): 0.00 kcal/mol
Frontier orbital gap: 2.9 eV
Molecular weight: 465.33 g mol⁻¹
Energy: -61066.27707 eV
Largest force on an atom: 0.06001 Eh/bohr

Structure (ORCA input):
```
! wB97M-V def2-TZVPD RIJCOSX def2/J DEFGRID3
* xyz 0 1
C 2.733 0.431 -2.522
C 1.738 0.120 -3.137
P 0.599 -0.366 -4.458
N -0.838 -0.924 -3.720
C -1.522 0.050 -3.185
C -1.215 1.544 -3.355
C -2.774 -0.363 -2.356
H 3.496 0.954 -1.904
H 0.405 0.804 -5.256
H -2.128 2.102 -3.001
H -0.276 1.895 -2.876
H -1.136 1.774 -4.491
H -3.649 -0.214 -3.036
H -2.741 -1.443 -2.076
H -2.899 0.239 -1.432
F -1.517 3.520 -4.970
Be 1.982 -2.732 -4.022
C -3.233 -1.150 2.863
C -2.871 -1.671 1.482
O -1.836 -0.934 0.851
C -0.574 -0.922 1.510
C 0.055 -2.296 1.652
H -3.440 -0.079 2.827
H -4.111 -1.669 3.248
H -2.418 -1.302 3.574
H -3.745 -1.584 0.834
H -2.614 -2.735 1.519
H -0.656 -0.425 2.482
H 0.081 -0.299 0.896
H -0.515 -2.930 2.333
H 1.067 -2.214 2.044
H 0.091 -2.805 0.685
C -1.470 4.898 0.143
C -1.987 3.538 -0.248
O -2.484 3.322 -1.345
N -1.887 2.535 0.657
C -1.342 2.574 1.997
H -1.619 5.588 -0.684
H -2.014 5.273 1.011
H -0.402 4.846 0.363
H -2.248 1.654 0.320
H -0.520 1.859 2.047
H -2.127 2.268 2.691
H -0.980 3.559 2.276
C 1.574 -3.750 4.711
O 1.741 -4.052 3.330
H 1.065 -2.791 4.796
H 0.968 -4.522 5.192
H 2.548 -3.685 5.200
H 2.191 -4.902 3.276
F 6.596 0.850 -2.253
P 6.216 -0.369 -1.245
F 5.320 0.887 -0.680
F 7.727 -0.905 -1.497
F 6.798 -0.503 0.263
F 5.804 -1.216 -2.587
F 4.991 -1.329 -0.735
*
```

Löwdin atomic charge list, values in e, 4 entries: 0.116, -0.376, 0.868, -0.170


Density functional theory data (ωB97M-V/def2-TZVPD) for a 2-piece molecular cluster, C13H29BrClN4O2P overall.

Computed properties:
Frontier orbital gap (alpha / beta): 7.0 / 8.3 eV
Molecular weight: 419.73 g mol⁻¹
Energy: -115854.80542 eV
Largest force on an atom: 0.01820 Eh/bohr

Structure (ORCA input):
```
! wB97M-V def2-TZVPD RIJCOSX def2/J DEFGRID3
* xyz 1 2
C -4.244 2.484 1.401
C -5.162 1.545 2.187
Cl -6.625 2.412 2.768
C -5.702 0.329 1.402
N -4.842 -0.163 0.309
C -3.730 -0.832 0.450
N -3.131 -1.325 -0.661
N -3.206 -1.013 1.721
P -1.493 -0.580 2.082
O -1.345 0.690 1.084
Br -1.850 0.518 3.942
H -4.211 2.247 0.335
H -3.228 2.458 1.794
H -4.599 3.512 1.492
H -4.682 1.190 3.098
H -5.889 -0.514 2.070
H -6.652 0.601 0.943
H -5.195 -0.065 -0.636
H -2.266 -1.820 -0.483
H -3.701 -1.844 -1.320
H -3.351 -1.978 2.020
H -0.987 0.477 0.202
C 4.173 1.004 -2.134
C 2.851 0.953 -1.367
C 3.051 1.196 0.133
C 3.700 0.029 0.875
C 2.937 -1.266 0.610
C 2.745 -1.596 -0.870
N 2.153 -0.372 -1.518
O 0.877 -0.294 -1.384
C 4.052 -2.055 -1.527
C 1.739 -2.734 -1.025
C 1.949 2.033 -1.956
H 4.606 1.995 -1.999
H 4.910 0.284 -1.801
H 4.000 0.851 -3.200
H 2.064 1.381 0.572
H 3.631 2.112 0.262
H 4.750 -0.084 0.596
H 3.690 0.248 1.944
H 3.429 -2.104 1.110
H 1.937 -1.179 1.051
H 3.993 -1.976 -2.613
H 4.218 -3.102 -1.272
H 4.925 -1.507 -1.185
H 0.805 -2.519 -0.512
H 2.173 -3.637 -0.596
H 1.519 -2.919 -2.077
H 1.705 1.811 -2.995
H 2.486 2.982 -1.922
H 1.021 2.138 -1.401
*
```

Löwdin atomic charge list, values in e, 4 entries: -0.106, -0.706, 0.644, -0.179


Density functional theory data (ωB97M-V/def2-TZVPD) for a single C13H29IN4O6P2S molecule.

Computed properties:
Frontier orbital gap: 8.4 eV
Molecular weight: 558.32 g mol⁻¹
Energy: -69708.81110 eV
Largest force on an atom: 0.01882 Eh/bohr

Structure (ORCA input):
```
! wB97M-V def2-TZVPD RIJCOSX def2/J DEFGRID3
* xyz 0 1
C -4.102 1.361 2.569
N -2.798 1.740 2.034
C -1.755 0.819 2.436
C -0.455 0.902 1.578
O 0.642 1.128 2.434
O -0.652 2.043 0.723
S 0.636 2.908 0.217
O 0.066 4.169 -0.179
O 0.859 2.136 -1.223
C 1.368 0.785 -1.166
C 2.596 0.680 -0.217
C 3.680 1.760 -0.425
C 4.942 1.290 -1.148
I 4.271 2.528 1.530
P 2.130 0.743 -2.945
N 0.904 0.119 -3.953
O 3.129 -0.568 -2.883
C 0.214 -0.219 -0.776
C 0.605 -1.639 -1.249
P -1.360 0.260 -1.732
N -2.701 0.703 -1.060
C -0.033 -0.371 0.766
C -0.770 -1.667 1.197
C -2.153 -2.030 0.641
C -2.478 -3.433 1.096
N -2.125 -4.475 0.236
O -3.013 -3.656 2.151
H -4.112 1.238 3.661
H -4.411 0.413 2.122
H -4.832 2.125 2.304
H -2.576 2.684 2.319
H -1.429 0.975 3.477
H -2.210 -0.163 2.412
H 0.431 1.859 3.029
H 3.075 -0.294 -0.348
H 2.271 0.699 0.819
H 3.277 2.638 -0.923
H 5.824 1.837 -0.823
H 4.832 1.471 -2.221
H 5.104 0.219 -1.025
H 0.642 0.757 -4.692
H 1.079 -0.807 -4.316
H 2.894 -1.234 -2.230
H -0.257 -2.304 -1.254
H 1.372 -2.066 -0.594
H 0.966 -1.641 -2.268
H -1.517 -0.881 -2.548
H -0.924 1.191 -2.672
H -2.682 0.867 -0.061
H 0.965 -0.573 1.157
H -0.097 -2.517 1.058
H -0.875 -1.600 2.283
H -2.941 -1.389 1.030
H -2.221 -1.969 -0.446
H -1.574 -5.191 0.693
H -1.637 -4.149 -0.588
*
```

Löwdin atomic charge list, values in e, 4 entries: -0.110, -0.114, -0.132, -0.468


Density functional theory data (ωB97M-V/def2-TZVPD) for C13H29N5NiO7 as an isolated structure.

Computed properties:
Energy relative to the best compared isomer or geometry (same formula, charge and spin): 1.16 kcal/mol
Frontier orbital gap (alpha / beta): 5.4 / 7.8 eV
Molecular weight: 426.10 g mol⁻¹
Energy: -76771.30607 eV
Largest force on an atom: 0.06860 Eh/bohr

Structure (ORCA input):
```
! wB97M-V def2-TZVPD RIJCOSX def2/J DEFGRID3
* xyz 0 3
O -0.096 0.100 -4.508
H -0.415 -0.037 -5.417
Ni -0.129 0.085 -0.353
N 0.054 1.575 0.772
N 1.271 0.901 -1.297
N -1.171 -0.892 0.886
N -0.170 -1.547 -1.240
O -0.679 1.870 1.798
O -1.684 -0.419 2.034
O 0.533 -1.801 -2.348
O 1.786 0.439 -2.376
C 1.796 2.014 -0.704
C 1.127 2.370 0.497
C -1.354 -2.201 0.625
C -0.799 -2.583 -0.639
C 1.548 3.406 1.465
H 1.881 2.944 2.408
H 0.714 4.075 1.714
H 2.373 4.006 1.066
C 3.003 2.655 -1.273
H 2.885 2.847 -2.346
H 3.883 2.010 -1.141
H 3.209 3.605 -0.772
C -1.945 -3.131 1.623
C -0.797 -3.976 -1.156
H -2.517 -2.582 2.379
H -1.168 -3.715 2.145
H -2.604 -3.852 1.125
H -0.106 -4.078 -1.995
H -1.804 -4.290 -1.468
H -0.503 -4.672 -0.358
H -1.323 0.576 2.018
H 1.072 -0.922 -2.504
C -1.089 0.846 -3.815
H -0.577 1.636 -3.269
H -1.610 0.193 -3.114
H -1.820 1.276 -4.512
O -3.940 2.057 -0.503
H -3.993 1.121 -0.205
H -3.170 2.395 0.010
C 4.382 -1.983 3.682
N 3.263 -1.381 2.976
C 2.381 -0.495 3.706
C 2.989 -1.573 1.662
C 3.851 -2.473 0.805
O 2.004 -0.994 1.180
H 4.339 -1.637 4.720
H 5.341 -1.691 3.227
H 4.311 -3.080 3.658
H 2.403 0.530 3.306
H 1.345 -0.856 3.683
H 2.727 -0.478 4.738
H 3.238 -3.300 0.424
H 4.161 -1.919 -0.090
H 4.738 -2.890 1.293
*
```

Löwdin atomic charge list, values in e, 4 entries: -0.139, 0.085, 0.537, -0.151


Density functional theory data (ωB97M-V/def2-TZVPD) for a 3-piece molecular cluster, C13H29N6O3 overall.

Computed properties:
Frontier orbital gap: 8.1 eV
Molecular weight: 317.41 g mol⁻¹
Energy: -29028.80652 eV
Largest force on an atom: 0.02079 Eh/bohr

Structure (ORCA input):
```
! wB97M-V def2-TZVPD RIJCOSX def2/J DEFGRID3
* xyz 1 1
C 2.987 0.708 3.548
N 2.133 1.905 3.471
C 2.845 3.147 3.809
C 1.501 1.962 2.195
O 2.026 2.330 1.178
C 0.057 1.480 2.174
N -0.749 1.973 3.308
C -1.817 1.086 3.825
C -2.713 2.104 4.515
N -2.544 3.225 3.567
C -1.280 3.185 3.176
N -0.572 4.269 2.716
H 3.434 0.669 4.538
H 3.777 0.710 2.789
H 2.378 -0.189 3.425
H 2.221 3.771 4.453
H 3.750 2.911 4.363
H 3.121 3.720 2.921
H -0.411 1.768 1.235
H 0.048 0.391 2.243
H -2.297 0.591 2.975
H -1.458 0.340 4.527
H -2.195 2.409 5.429
H -3.739 1.826 4.716
H -2.971 4.127 3.731
H -0.015 4.791 3.369
H -0.533 4.528 1.746
C 0.195 -2.741 -0.219
C -0.431 -1.367 -0.251
O -1.106 -0.952 0.692
N -0.226 -0.614 -1.348
C 0.546 -0.942 -2.539
H -0.069 -3.211 0.724
H -0.173 -3.357 -1.039
H 1.281 -2.681 -0.301
H -0.682 0.284 -1.320
H 1.354 -0.224 -2.673
H -0.079 -0.921 -3.428
H 0.978 -1.933 -2.455
C -1.417 -2.113 -5.953
C -0.015 -2.678 -5.893
O 0.927 -2.025 -5.467
N 0.166 -3.946 -6.339
C -0.821 -4.859 -6.881
H -1.388 -1.096 -5.574
H -1.789 -2.094 -6.977
H -2.108 -2.704 -5.349
H 1.122 -4.262 -6.281
H -0.883 -5.767 -6.279
H -0.569 -5.142 -7.903
H -1.799 -4.391 -6.890
*
```

Löwdin atomic charge list, values in e, 4 entries: -0.055, -0.183, -0.059, -0.441


Density functional theory data (ωB97M-V/def2-TZVPD) for C13H29N7O2PtSe as an isolated structure.

Computed properties:
Energy relative to the best compared isomer or geometry (same formula, charge and spin): 0.00 kcal/mol
Frontier orbital gap: 8.3 eV
Molecular weight: 589.46 g mol⁻¹
Energy: -97057.46524 eV
Largest force on an atom: 0.01875 Eh/bohr

Structure (ORCA input):
```
! wB97M-V def2-TZVPD RIJCOSX def2/J DEFGRID3
* xyz 2 1
Pt -0.465 0.250 0.098
C 0.934 0.058 2.914
O -0.309 0.212 2.217
C -1.370 -0.560 2.851
C -1.431 -2.007 2.431
O -1.960 -2.088 1.133
C -2.116 -3.432 0.699
H 0.791 0.353 3.954
H 1.646 0.723 2.447
H 1.283 -0.974 2.863
H -2.307 -0.068 2.597
H -1.211 -0.489 3.927
H -2.076 -2.536 3.145
H -0.435 -2.472 2.476
H -2.788 -3.981 1.364
H -1.151 -3.946 0.660
H -2.549 -3.398 -0.298
C -0.563 0.476 -4.558
N -1.610 1.186 -3.824
C -2.583 1.972 -4.587
C -1.694 1.054 -2.497
N -0.977 0.195 -1.816
N -2.661 1.817 -1.870
C -2.862 2.016 -0.518
N -3.873 2.859 -0.231
N -2.104 1.480 0.377
H -0.440 0.951 -5.526
H -0.819 -0.574 -4.712
H 0.389 0.553 -4.034
H -2.396 1.816 -5.643
H -2.483 3.039 -4.381
H -3.606 1.639 -4.396
H -0.381 -0.379 -2.394
H -3.262 2.344 -2.480
H -4.492 3.216 -0.937
H -4.134 3.027 0.725
H -2.327 1.766 1.321
C 3.537 2.088 0.628
N 3.759 0.693 1.005
C 4.712 0.269 1.902
C 4.607 -1.076 1.985
N 3.591 -1.455 1.138
C 3.166 -2.836 0.922
C 3.066 -0.366 0.552
Se 1.738 -0.334 -0.781
H 4.477 2.623 0.723
H 2.790 2.538 1.280
H 3.194 2.127 -0.401
H 5.385 0.952 2.390
H 5.172 -1.791 2.557
H 4.034 -3.483 1.012
H 2.743 -2.925 -0.073
H 2.422 -3.121 1.665
*
```

Löwdin atomic charge list, values in e, 4 entries: 0.881, -0.049, -0.389, -0.146


Density functional theory data (ωB97M-V/def2-TZVPD) for a 2-piece molecular cluster, C13H30BrIN3O4P overall.

Computed properties:
Frontier orbital gap: 8.8 eV
Molecular weight: 530.18 g mol⁻¹
Energy: -114058.75259 eV
Largest force on an atom: 0.10573 Eh/bohr

Structure (ORCA input):
```
! wB97M-V def2-TZVPD RIJCOSX def2/J DEFGRID3
* xyz 0 1
C -1.359 -1.045 -8.036
C -0.007 -1.639 -8.427
Br -0.168 -2.562 -10.143
C 1.091 -0.607 -8.585
O 1.303 0.142 -7.387
C 2.236 -0.370 -6.587
O 2.604 -1.531 -6.598
O 2.726 0.540 -5.723
C 2.740 0.001 -4.384
C 2.782 1.105 -3.346
C 2.929 0.424 -1.970
I 1.192 0.645 -0.742
H -2.154 -1.590 -8.533
H -1.544 -1.136 -6.969
H -1.450 0.001 -8.318
H 0.281 -2.368 -7.679
H 1.989 -1.086 -8.959
H 0.785 0.110 -9.342
H 3.604 -0.640 -4.235
H 1.818 -0.556 -4.236
H 1.863 1.681 -3.364
H 3.611 1.788 -3.513
H 3.828 0.732 -1.453
H 3.039 -0.645 -2.124
C -0.756 -1.620 3.449
N -0.089 -0.444 3.972
C 1.128 -0.167 3.219
P -0.957 1.001 4.360
O -1.206 1.548 2.974
N -2.603 0.815 4.844
C -3.248 -0.453 5.086
C -3.544 1.785 4.295
N -0.473 0.921 6.002
C 0.434 -0.038 6.612
C -0.993 1.920 6.928
H -0.017 -2.383 3.198
H -1.353 -1.410 2.551
H -1.392 -2.085 4.202
H 1.672 0.671 3.668
H 0.919 0.091 2.176
H 1.799 -1.029 3.244
H -3.450 -0.999 4.155
H -4.204 -0.299 5.592
H -2.655 -1.080 5.756
H -3.884 1.512 3.287
H -3.093 2.773 4.239
H -4.417 1.869 4.948
H -0.022 -1.028 6.663
H 0.679 0.267 7.632
H 1.382 -0.111 6.082
H -1.723 1.472 7.609
H -1.485 2.732 6.396
H -0.189 2.373 7.514
*
```

Löwdin atomic charge list, values in e, 4 entries: -0.131, -0.717, 0.707, -0.248